ORCA calculation (wB97M-V/def2-TZVPD) on an isolated molecule of C4H7IO2S.

Geometry (Å):
C 0.23001 1.14782 1.22076
C 0.32210 -1.21786 -0.17167
C -0.05273 0.10354 -0.79318
C -1.41150 0.17422 -1.30411
O 2.45375 -0.11280 0.97034
O 0.79543 -1.27237 2.50624
S 1.10129 -0.39677 1.38242
I 1.40193 1.15793 -2.06259
H 0.87079 2.13093 1.47617
H -0.76873 1.09521 1.43856
H -0.50265 -1.81177 0.19898
H 1.15491 -1.78317 -0.54114
H -1.56279 -0.54921 -2.14945
H -1.79523 1.19439 -1.65390
H -2.23657 0.13992 -0.51741

LUMO (spin up / spin down)   -0.781 / -0.781 eV
ΔE to the lowest compared entry with this formula, charge and spin   3.437 eV
Total energy   -1002.81604 hartree

---

ORCA calculation (wB97M-V/def2-TZVPD) on a structure of composition C2H5N3O.

Geometry (Å):
C -0.32382 1.02692 -0.25598
C 0.88897 -0.60255 0.89737
H -0.79038 -0.61397 -1.78912
H -1.59136 -2.02695 -0.50255
H 0.10003 1.61538 0.53016
H -1.45943 2.49268 -1.21557
H 1.19650 -1.82647 0.92693
N -0.48574 -1.47693 -0.93499
N -0.07114 -0.38326 -0.05207
N -1.26097 1.46457 -1.11108
O 1.48484 0.07280 1.61110

LUMO   0.618 eV
ΔE to the lowest compared entry with this formula, charge and spin   4.847 eV
Total energy   -318.57236 hartree

---

ORCA calculation (wB97M-V/def2-TZVPD) on a cluster of 11 separate species, H22O11 in total.

Geometry (Å):
O -36.34205 10.30071 16.56557
H -35.60040 10.24004 16.11765
H -36.08118 10.51970 17.44116
O -33.11163 7.95805 13.17426
H -32.24972 7.71718 12.94937
H -33.28119 8.56754 12.57782
O -38.82794 9.33130 15.54824
H -37.89844 9.49961 15.80981
H -38.77905 9.47689 14.55985
O -34.76127 8.40004 10.74721
H -35.27752 7.63786 11.09603
H -34.51598 8.63514 9.67609
O -35.52689 6.12660 15.39224
H -35.73872 6.23146 16.28722
H -34.85225 5.45071 15.41585
O -34.25507 10.50750 12.57835
H -34.41059 9.96974 11.93066
H -33.52906 10.92068 12.34308
O -33.68995 10.75076 15.20480
H -32.83555 10.39945 15.08942
H -34.20723 10.51500 14.28242
O -36.25060 8.32150 13.78684
H -36.23027 7.43260 14.34109
H -35.40878 8.67676 13.83307
O -37.02128 6.67470 11.38476
H -37.33108 6.57435 12.23233
H -36.56200 5.92296 11.28508
O -36.60910 4.12377 13.72370
H -36.45406 4.79683 14.29726
H -36.33113 4.50961 12.86883
O -38.78612 6.80621 13.39564
H -38.62342 7.70215 13.54946
H -39.65222 6.52507 13.09760

LUMO   0.013 eV
ΔE to the lowest compared entry with this formula, charge and spin   4.660 eV
SMILES   O.O.O.O.O.O.O.O.O.O.O
Total energy   -840.70889 hartree

---

ORCA calculation (wB97M-V/def2-TZVPD) on a cluster of 10 separate species, C4H27NO11 in total.

Geometry (Å):
C 1.50887 -1.48427 -3.06485
C 1.59129 -1.38411 -1.57909
O 2.58654 -1.56309 -0.87780
N 0.38311 -0.96561 -0.92654
C -0.60560 -0.11183 -1.71270
C -2.25066 -0.53040 -1.76489
O -2.99034 0.40374 -1.08864
H 0.89471 -2.40235 -3.08940
H 1.12024 -0.62436 -3.46616
H 2.47494 -1.56625 -3.58642
H 0.50620 -0.60385 0.01530
H -0.75960 1.01141 -1.28578
H -0.24080 -0.00523 -2.68593
H -2.35413 -1.44800 -1.25021
H -2.68747 -0.43317 -2.81736
H -2.72356 0.41748 -0.13256
O 0.98863 3.14737 2.76816
H 0.97876 2.49767 2.18666
H 1.90130 3.40030 2.83750
O -0.81468 -1.12679 3.94919
H -0.01226 -0.57463 4.12592
H -0.53402 -1.65806 3.17957
O -0.55187 1.64801 0.96225
H -0.00481 0.85197 0.82544
H -0.63014 1.91747 -0.01758
O -3.28455 -0.33360 3.63300
H -2.50299 -0.70253 3.48292
H -3.80058 -0.06552 2.96230
O 3.49117 0.57744 1.45316
H 2.97303 0.47864 0.66355
H 4.28932 0.07087 1.36810
O 1.12567 -2.63397 1.38392
H 1.60361 -3.46458 0.99609
H 1.67350 -2.13375 0.76027
O -1.44222 -2.43838 0.93038
H -0.62759 -2.72536 1.03405
H -2.00767 -3.12478 1.34525
O -0.56646 2.29038 -3.23085
H -0.25399 3.09102 -2.95234
H -1.54468 2.58730 -3.33181
O 1.09283 2.94719 -0.91509
H 1.72289 3.25813 -0.30364
H 0.28406 3.50805 -0.78332

LUMO   -0.004 eV
ΔE to the lowest compared entry with this formula, charge and spin   6.884 eV
SMILES   CC(=O)NCCO.O.O.O.O.O.O.O.O.O
Total energy   -1050.85880 hartree

---

Computed F_max, in the same sequence as the records: 4.184; 8.612; 8.715; 7.604 eV/A.